Record 1
This record from the Open Molecules 2025 dataset describes the molecule C5H7N. The level of theory is ωB97M-V/def2-TZVPD.

Geometry as XYZ:
```
13
Properties=species:S:1:pos:R:3:forces:R:3
C -0.00383 -1.39325 0.56425 -0.04 -0.06 0.39
C -0.20557 -0.76238 -0.76263 -0.03 -0.21 -0.05
C -0.96758 -0.23147 0.43160 -0.35 0.15 0.00
C -0.26153 1.13378 0.24432 -0.12 0.16 0.00
N 1.15562 0.89517 0.50453 0.19 0.45 0.01
C 0.57626 0.56735 -0.82960 0.09 0.31 -0.19
H -0.48737 -2.34920 0.73971 0.03 0.13 -0.07
H 0.94146 -1.22846 1.07181 -0.21 -0.18 -0.06
H -0.65761 -1.20604 -1.63760 0.23 -0.18 0.02
H -2.01474 -0.32636 0.69152 0.10 -0.09 -0.24
H -0.74951 2.11080 0.27739 0.30 -0.36 0.24
H 1.61899 1.79800 0.40828 0.15 -0.19 -0.10
H 1.05543 0.99205 -1.70359 -0.35 0.07 0.05
```
Forces are in eV/Å.

Calculated values
**E_HOMO**: -8.36 eV
**LUMO energy**: 1.2 eV
**ΔE to the lowest compared entry with this formula, charge and spin**: 84.4 kcal per mole
**Gap between HOMO and LUMO**: 9.526 eV
**Max |F|**: 0.0102 Eh/bohr

Record 2
This record from the Open Molecules 2025 dataset describes the molecule C5H7N. The level of theory is ωB97M-V/def2-TZVPD.

Geometry as XYZ:
```
13
Properties=species:S:1:pos:R:3:forces:R:3
N -1.30500 1.05851 0.82084 0.44 0.29 -0.61
C -0.64109 1.55080 -0.08610 -0.03 -0.24 0.18
C 0.19889 1.86673 -1.03515 -0.05 0.12 0.01
C -0.16533 -0.98818 -0.09433 0.11 -0.21 0.09
C -0.87006 -0.34573 1.06685 0.03 -0.34 0.19
C 1.08586 -1.42739 -0.04808 -0.13 -0.03 0.02
H 1.20731 2.14125 -0.75124 -0.13 0.25 -0.12
H -0.05011 1.69225 -2.07363 -0.02 0.21 0.08
H -0.74083 -1.07119 -1.01778 0.06 -0.13 0.19
H -1.75227 -0.93420 1.32994 0.01 0.14 0.03
H -0.20873 -0.31819 1.93958 -0.14 -0.07 -0.06
H 1.70261 -1.27752 0.83563 -0.12 -0.13 -0.06
H 1.53876 -1.94714 -0.88653 -0.02 0.15 0.05
```
Forces are in eV/Å.

Calculated values
**E_HOMO**: -9.09 eV
**LUMO energy**: 1.1 eV
**ΔE to the lowest compared entry with this formula, charge and spin**: 56.6 kcal per mole
**Gap between HOMO and LUMO**: 10.186 eV
**Max |F|**: 0.0156 Eh/bohr

Record 3
This record from the Open Molecules 2025 dataset describes a structure of composition C5H7N at a distorted geometry. The level of theory is ωB97M-V/def2-TZVPD.

Geometry as XYZ:
```
13
Properties=species:S:1:pos:R:3:forces:R:3
C 0.95614 0.58284 0.80943 -0.02 -0.11 0.07
C -0.24375 1.02378 0.02334 -0.08 0.06 -0.07
C 0.85942 0.24117 -0.64264 0.04 -0.17 -0.08
N -0.10750 -0.84672 -1.03841 -0.28 -0.63 0.50
C -1.13600 -1.44520 0.41241 -0.02 0.47 0.06
C -1.21205 -0.16463 -0.30545 -0.13 0.11 0.10
H 0.89666 -0.17793 1.58702 0.01 0.19 -0.20
H 1.66862 1.37886 1.02376 -0.16 -0.19 -0.10
H -0.50722 2.06668 -0.12764 0.09 -0.28 0.04
H 1.59124 0.53868 -1.39105 -0.23 -0.12 0.21
H -0.47194 -1.36927 1.28942 -0.09 0.02 -0.27
H -0.18962 -1.91262 -0.75250 0.65 0.70 -0.42
H -2.10400 0.08436 -0.88768 0.22 -0.06 0.15
```
Forces are in eV/Å.

Calculated values
**E_HOMO**: -8.48 eV
**LUMO energy**: 1.0 eV
**ΔE to the lowest compared entry with this formula, charge and spin**: 145.6 kcal per mole
**Gap between HOMO and LUMO**: 9.516 eV
**Max |F|**: 0.0202 Eh/bohr

Record 4
This record from the Open Molecules 2025 dataset describes the molecule C5H7N at a distorted geometry. The level of theory is ωB97M-V/def2-TZVPD.

Geometry as XYZ:
```
13
Properties=species:S:1:pos:R:3:forces:R:3
C -1.74498 -0.06426 -0.15822 2.34 2.89 -1.16
C -1.20239 -1.44657 0.26269 -0.84 1.52 0.11
C 0.11918 -0.76457 0.54148 -0.02 1.61 3.10
C -0.35422 0.55493 0.03041 -0.64 -2.04 -0.94
C 0.30181 1.82859 0.20865 -1.14 2.15 -1.97
N -2.29796 1.03206 0.00490 -2.25 -1.42 1.04
H -1.79763 -1.75228 1.09407 0.03 -0.78 0.67
H -1.17299 -2.10980 -0.53818 -0.24 -1.37 -1.20
H 0.43573 -0.77321 1.61751 -0.19 -0.31 -0.62
H 0.98335 -0.78833 -0.05592 1.33 -1.58 -0.95
H 0.91747 2.05858 -0.72676 -0.55 -0.06 1.29
H 0.89386 1.81538 1.08283 0.96 0.13 0.92
H -0.48814 2.63191 0.33363 1.22 -0.73 -0.31
```
Forces are in eV/Å.

Calculated values
**E_HOMO (spin up / spin down)**: -7.29 / -7.04 eV
**LUMO energy (spin up / spin down)**: 0.7 / 0.6 eV
**ΔE to the lowest compared entry with this formula, charge and spin**: 136.0 kcal per mole
**Gap between HOMO and LUMO (spin up / spin down)**: 8.013 / 7.616 eV
**Max |F|**: 0.0757 Eh/bohr

Record 5
This record from the Open Molecules 2025 dataset describes a structure of composition C5H7N. The level of theory is ωB97M-V/def2-TZVPD.

Geometry as XYZ:
```
13
Properties=species:S:1:pos:R:3:forces:R:3
C 1.11386 -0.66069 0.81763 0.46 -0.02 -0.42
C 0.51379 0.89514 -0.41658 0.40 0.05 0.42
C 0.53825 -0.57339 -0.54541 -0.07 0.02 -0.32
C -1.02451 -0.42288 -0.47033 -0.39 -0.30 -0.24
N -1.38996 0.09073 0.80517 0.01 -0.15 0.21
C -0.92404 1.06944 -0.14070 -0.07 0.06 -0.19
H 2.13709 -0.36695 0.99285 0.18 -0.11 -0.47
H 0.81193 -1.51751 1.44962 -0.26 0.91 0.10
H 1.06734 1.61733 -1.02769 0.35 -0.16 0.73
H 0.93069 -1.12651 -1.39575 -0.07 0.08 -0.10
H -1.71641 -0.88388 -1.16211 -0.07 -0.12 0.24
H -0.54715 -0.08926 1.41063 -0.62 0.10 0.14
H -1.51089 1.96844 -0.31734 0.15 -0.36 -0.11
```
Forces are in eV/Å.

Calculated values
**E_HOMO (spin up / spin down)**: -7.70 / -7.71 eV
**LUMO energy (spin up / spin down)**: 0.3 / 0.3 eV
**ΔE to the lowest compared entry with this formula, charge and spin**: 138.0 kcal per mole
**Gap between HOMO and LUMO (spin up / spin down)**: 7.968 / 7.972 eV
**Max |F|**: 0.0184 Eh/bohr

Record 6
This record from the Open Molecules 2025 dataset describes the molecule C5H7N. The level of theory is ωB97M-V/def2-TZVPD.

Geometry as XYZ:
```
13
Properties=species:S:1:pos:R:3:forces:R:3
C 0.08746 1.70872 0.39018 -0.02 0.11 0.01
C 1.14851 0.82861 -0.28068 0.09 0.11 -0.08
N 0.78439 -0.55725 -0.00429 -0.29 -0.16 -0.23
C 0.15261 -1.22921 -0.94259 0.01 0.10 0.40
C -0.77990 -2.17377 -0.44140 -0.54 -0.11 0.03
C -1.88033 -2.59894 -0.15497 0.46 -0.02 -0.02
H -0.87846 1.19010 0.35608 0.16 0.20 -0.08
H 0.31963 1.90719 1.44227 0.00 -0.03 -0.16
H -0.02502 2.66432 -0.12556 0.09 -0.02 0.09
H 2.16262 1.06422 0.06063 -0.15 -0.07 0.01
H 0.66693 -0.76467 0.99004 -0.06 -0.09 -0.15
H 1.10066 0.91074 -1.36848 0.09 0.09 0.18
H -2.85909 -2.95007 0.07879 0.15 -0.11 -0.02
```
Forces are in eV/Å.

Calculated values
**E_HOMO**: -8.21 eV
**LUMO energy**: 0.6 eV
**ΔE to the lowest compared entry with this formula, charge and spin**: 93.5 kcal per mole
**Gap between HOMO and LUMO**: 8.818 eV
**Max |F|**: 0.0108 Eh/bohr